# C100H194N8O22

A 15-piece molecular cluster, C100H194N8O22 overall at a distorted geometry (wB97M-V/def2-TZVPD, the OMol25 dataset).

- Electronic energy: -163798.021 eV

Structure (ORCA input):
```
! wB97M-V def2-TZVPD RIJCOSX def2/J DEFGRID3
* xyz 0 1
O 6.78 1.82 -2.83
O -0.65 -6.75 -1.23
O -4.19 2.44 -4.48
O 2.52 2.27 -3.83
O -9.49 -3.20 -1.66
O -4.01 0.71 -8.33
O 8.79 2.42 -3.65
O 4.91 4.88 -2.14
O 4.01 -0.49 1.52
O -2.69 6.16 3.76
O -1.52 -0.43 -2.57
O -2.39 0.80 -6.80
O 8.22 1.98 1.77
O 6.69 -4.49 -2.63
O 2.28 3.59 -2.09
O -2.78 3.46 -3.03
O -3.72 0.73 1.60
O 0.53 0.06 -1.88
O 9.34 3.59 2.65
O 2.38 -2.06 1.85
O 0.21 -7.42 3.09
O 3.75 2.97 6.30
N -0.89 -7.97 2.42
N 2.78 2.80 7.21
N -1.71 -6.00 -1.77
N -1.35 6.19 3.39
N 5.38 -3.90 -2.68
N -8.47 -2.30 -1.87
N 4.82 6.27 -2.44
N -3.42 -0.41 2.28
C 6.61 7.13 -1.02
C -3.90 -0.87 -6.43
C 1.77 -1.49 4.07
C -4.33 -1.84 0.49
C 6.61 6.55 -4.37
C -2.64 -6.69 -2.72
C -1.32 4.03 2.31
C -1.51 0.68 3.54
C 4.57 8.61 -1.70
C 1.91 1.56 9.27
C 1.42 2.90 6.62
C 4.76 -3.85 -4.01
C -2.44 -1.39 4.40
C -7.52 0.13 -1.81
C 1.95 1.96 -5.13
C -9.11 -0.66 -0.12
C -0.85 -9.41 2.13
C -1.15 8.66 2.96
C -5.81 -1.16 2.53
C 3.92 -1.98 -1.89
C 5.70 -3.24 -5.12
C 6.53 3.05 0.52
C 0.54 1.62 8.74
C -2.84 -0.11 3.65
C -0.85 -3.88 -0.72
C -0.68 7.46 3.84
C 7.50 4.10 1.08
C -3.58 -4.32 -3.44
C 0.39 2.85 7.81
C 0.41 5.57 1.78
C -2.02 6.07 0.94
C 1.05 1.82 5.55
C -6.56 -1.71 -3.32
C 3.22 -1.05 2.25
C 5.37 -3.16 -0.30
C -0.93 7.78 5.33
C 7.61 2.22 -3.83
C -6.84 -0.19 -3.20
C -1.08 -0.02 -0.18
C -3.33 -7.91 2.17
C 6.84 2.53 -4.99
C -4.59 2.39 -1.98
C -2.03 -5.81 2.61
C -1.40 -4.55 -2.02
C -2.66 -3.74 -2.39
C -3.96 3.43 -1.14
C 6.37 -1.70 -2.15
C -2.08 -7.35 2.91
C 5.11 6.65 -3.86
C 0.75 3.86 -4.06
C 4.24 6.72 -0.09
C 3.38 -1.78 -3.32
C -4.37 -1.52 2.01
C -0.76 -0.14 -1.62
C 5.59 1.64 -4.84
C -1.88 0.07 -5.69
C -3.33 -9.35 1.73
C 3.12 -0.95 3.80
C -2.15 -7.52 4.51
C -8.74 -0.84 -1.63
C -3.53 0.28 -7.27
C 1.08 4.25 5.94
C 3.12 1.74 8.24
C 5.28 -2.70 -1.77
C -3.20 -7.98 -2.01
C -1.11 5.53 2.16
C 4.28 2.27 9.04
C 1.55 -2.44 2.91
C 0.41 -9.73 1.28
C -2.60 -1.26 -5.78
C -7.74 -2.66 -3.09
C 1.12 6.95 2.07
C 3.28 0.32 7.67
C -9.91 -0.22 -2.54
C 3.37 -3.11 -4.01
C -3.84 -5.76 -3.02
C -3.46 -2.58 4.24
C 4.62 8.14 -4.13
C -3.83 2.69 -3.31
C -8.65 -2.59 -4.35
C 5.52 1.62 -3.31
C 1.87 3.27 -3.19
C -7.26 -4.16 -2.99
C 4.25 5.74 -4.84
C -2.64 3.73 -1.65
C -0.39 -4.30 -3.17
C 4.40 -5.27 -4.46
C 0.23 0.54 0.36
C -1.95 -9.68 1.16
C -3.87 -2.78 2.76
C 0.58 2.66 -5.05
C 0.86 7.37 3.55
C 5.06 9.17 -3.08
C 1.29 0.26 -0.72
C 5.04 7.15 -1.34
C 7.26 1.71 0.75
C -1.94 -7.06 -4.07
C -3.88 0.71 4.53
C -0.81 -10.27 3.40
C 8.41 3.27 1.92
H -3.19 -4.35 -4.46
H 1.33 4.31 4.88
H 6.61 6.82 -5.43
H 3.19 6.52 -0.32
H -2.02 0.68 -4.80
H -5.68 2.33 -2.04
H 6.34 -3.61 -0.08
H 3.73 -5.26 -5.32
H -0.86 -0.20 -5.94
H -1.70 -6.16 -4.64
H 3.79 -1.76 4.09
H -4.06 -9.52 0.94
H -2.87 -8.27 4.84
H 3.42 0.06 4.09
H 5.28 -5.87 -4.69
H -4.12 1.44 -1.73
H 4.18 6.21 -5.82
H 1.35 8.33 3.71
H -1.52 -5.14 3.29
H 6.24 3.21 -0.52
H -2.22 8.86 2.91
H 4.58 -3.90 -0.17
H -0.73 -11.35 3.28
H -6.70 -4.38 -3.90
H -2.56 -1.12 5.45
H -0.67 0.07 3.21
H 0.24 3.02 -6.02
H 7.89 1.45 -0.10
H -4.47 -1.58 -7.02
H -6.21 -0.18 2.27
H 0.99 -0.73 4.11
H 5.28 -2.30 -5.48
H -9.41 0.36 0.11
H -5.97 -1.29 3.60
H -1.25 -7.93 4.95
H -0.13 4.27 -3.58
H 5.07 0.68 -2.99
H 0.35 2.29 4.86
H 0.50 3.72 8.46
H 4.58 1.72 9.94
H -1.73 7.11 0.77
H 1.99 2.27 10.10
H 3.14 -2.52 -1.35
H 0.28 0.68 8.27
H -8.26 -0.89 0.52
H 5.66 0.61 -5.19
H -4.53 -6.33 -3.65
H -4.24 -7.91 2.77
H -1.62 5.56 0.06
H 2.59 -3.77 -3.62
H -4.37 -5.57 -2.09
H 6.36 -1.16 -3.10
H -0.14 8.46 5.63
H -1.69 -3.74 -0.04
H -4.70 -3.46 2.60
H 0.44 -5.02 -3.16
H -1.53 1.50 2.82
H -4.77 -1.03 -0.10
H 7.28 7.25 -1.87
H -2.45 -8.64 -1.58
H -2.41 -2.71 -2.66
H 6.96 6.22 -0.53
H -0.60 -2.85 -0.95
H -5.84 0.23 -3.30
H -0.54 3.58 2.92
H 8.20 4.50 0.34
H -2.61 -7.71 -4.65
H 5.04 8.50 -5.06
H -1.93 -8.95 0.35
H 6.51 -0.93 -1.39
H 0.49 0.02 1.27
H -2.37 4.79 -1.70
H 0.13 1.61 0.55
H -3.90 3.29 -0.06
H 0.86 7.71 1.34
H -4.75 0.06 4.62
H -3.92 -7.70 -1.24
H 6.48 3.56 -4.90
H -2.14 -2.06 -6.37
H -3.07 -5.52 2.80
H -2.28 3.97 2.83
H 5.02 2.53 -2.98
H 4.01 4.67 -1.89
H 6.66 -2.91 -4.72
H -3.59 -7.35 1.27
H -10.44 0.61 -2.07
H 3.72 -0.36 8.39
H 6.64 0.91 1.17
H 0.07 4.63 6.05
H -0.76 8.61 1.94
H 3.48 8.61 -1.66
H -3.84 -8.55 -2.68
H -9.47 0.21 -3.44
H 1.97 1.11 -0.74
H 4.56 10.14 -3.18
H 0.13 -3.35 -3.06
H -1.97 -10.68 0.74
H 2.56 2.36 -5.94
H -4.94 -2.72 0.29
H 4.66 2.13 -5.10
H 1.97 0.61 9.80
H 3.87 -5.77 -3.65
H -1.42 -0.88 0.39
H 7.26 7.28 -3.91
H -4.53 -0.45 -5.64
H -0.12 1.91 -4.67
H -7.81 1.18 -1.68
H -1.92 8.11 5.65
H 3.55 8.14 -4.31
H -8.23 -3.15 -5.18
H -4.38 -2.33 4.78
H 6.96 4.89 1.60
H 1.82 0.88 -5.20
H -5.81 -1.93 -2.56
H -6.12 -1.92 -4.29
H -3.32 -1.98 0.11
H 0.62 -6.81 2.46
H -0.14 -9.76 4.08
H -9.28 -3.59 -0.81
H -6.54 -4.32 -2.19
H 1.40 -9.60 1.71
H 7.48 2.23 -5.81
H 3.02 -2.87 -5.01
H -7.39 0.20 -4.06
H -1.43 -1.72 4.20
H -0.11 1.79 9.60
H -0.75 -6.62 -0.29
H -4.51 4.37 -1.11
H -1.83 -5.66 1.55
H -3.45 1.04 5.47
H 7.05 5.57 -4.20
H 2.37 -1.38 -3.40
H 1.10 4.76 2.01
H 0.45 -9.06 0.42
H 3.94 -1.00 -1.40
H -0.62 6.91 5.90
H -0.60 2.90 7.36
H 4.91 9.27 -0.90
H -1.41 3.58 1.32
H 2.40 -0.22 7.31
H -10.61 -0.90 -3.01
H 5.81 -3.93 -5.95
H -3.02 -3.49 4.63
H 4.76 5.83 0.23
H 7.35 -2.15 -1.99
H -1.36 1.18 4.50
H -2.46 -6.60 5.01
H 5.16 2.29 8.40
H 1.55 5.14 6.35
H 4.98 -2.50 0.48
H -0.72 9.63 3.20
H 1.96 1.43 5.09
H -4.13 1.62 3.98
H -1.84 3.16 -1.18
H 4.00 -1.07 -3.86
H 1.80 -3.47 3.17
H -1.00 -7.58 -3.88
H -2.91 -3.09 2.34
H -8.01 -4.95 -3.04
H 1.14 4.69 -4.65
H -1.73 -10.18 3.97
H 3.97 0.21 6.83
H -3.54 -10.06 2.53
H 2.19 6.79 1.89
H 1.84 -0.67 -0.62
H 6.14 9.27 -3.19
H 0.51 0.98 6.00
H -1.93 0.66 -0.20
H -6.73 -0.14 -1.10
H 5.63 3.05 1.14
H 0.53 5.55 0.70
H 0.51 -2.34 2.59
H -3.10 5.93 1.00
H -9.07 -1.62 -4.62
H -0.07 -4.46 -0.24
H 6.86 7.93 -0.32
H 1.70 -2.01 5.02
H -4.55 -3.81 -3.48
H -2.70 5.39 4.33
H 3.23 5.50 -4.55
H 4.06 3.30 9.35
H -6.41 -1.91 2.02
H -2.64 -1.63 -4.75
H -4.58 0.86 2.01
H 4.04 3.85 6.55
H 0.27 -10.76 0.94
H -3.18 -3.64 -1.43
H -0.75 -4.40 -4.19
H 6.47 -5.41 -2.48
H 4.67 4.80 -5.22
H 1.27 6.57 4.17
H -9.99 -1.29 0.00
H 4.28 7.52 0.65
H -9.57 -3.11 -4.13
*
```